This record from the Open Molecules 2025 dataset describes C5H8N2 in the gas phase. The level of theory is the ωB97M-V functional and the def2-TZVPD basis.

Computed properties:
Energy relative to the best compared isomer or geometry (same formula, charge and spin) in kJ/mol: 239.3
Molecular weight in g/mol: 96.13
2S+1: 1

Atoms and positions in Å:
C: 2.3351 -0.7993 -0.6663
N: 1.2856 -0.2082 -0.1111
C: 1.1789 0.6998 0.8789
N: -0.1283 1.0517 1.1466
C: -0.9057 0.3786 0.3718
C: -2.3858 0.5500 0.2970
C: -0.0980 -0.5564 -0.5004
H: 2.1787 -1.4325 -1.5266
H: 3.3183 -0.6011 -0.2651
H: -0.2546 -1.6112 -0.2564
H: 2.0392 1.1272 1.3695
H: -2.7085 1.1866 1.1243
H: -2.6840 1.0344 -0.6427
H: -2.9233 -0.4047 0.3550
H: -0.2474 -0.4150 -1.5746

Need the natural (NBO) charges? In units of e they are: atom 1 (C): -0.351, atom 2 (N): -0.243, atom 3 (C): 0.011, atom 4 (N): -0.393, atom 5 (C): 0.198, atom 6 (C): -0.651, atom 7 (C): -0.287, atom 8 (H): 0.188, atom 9 (H): 0.193, atom 10 (H): 0.235, atom 11 (H): 0.197, atom 12 (H): 0.241, atom 13 (H): 0.218, atom 14 (H): 0.215, atom 15 (H): 0.231